# 1
Below is an isolated molecule of C22H26N2O4S in a non-equilibrium geometry, with properties calculated with ωB97M-V with the def2-TZVPD basis set.

CARTESIAN COORDINATES (ANGSTROEM)
C -0.96 -1.73 -1.72
H -1.69 -2.26 -2.32
H -1.10 -0.66 -1.80
H 0.05 -2.02 -1.97
S -1.26 -2.20 0.00
O -0.79 -3.54 0.19
O -2.63 -1.94 0.35
N -0.34 -1.15 0.93
C 0.99 -0.97 0.52
C 1.52 0.29 0.24
C 2.85 0.42 -0.14
C 3.66 -0.70 -0.26
C 3.12 -1.96 -0.01
C 1.80 -2.09 0.38
H 1.38 -3.06 0.57
H 3.75 -2.83 -0.13
O 4.95 -0.64 -0.70
C 5.76 0.41 -0.35
C 6.77 0.75 -1.24
C 7.66 1.76 -0.92
C 7.55 2.43 0.28
C 6.56 2.08 1.18
C 5.66 1.07 0.87
H 4.89 0.79 1.57
H 6.47 2.59 2.12
H 8.25 3.22 0.53
H 8.44 2.02 -1.62
H 6.85 0.21 -2.17
H 3.24 1.40 -0.37
H 0.90 1.17 0.28
C -1.09 -0.08 1.55
C -1.93 0.66 0.51
O -1.45 1.06 -0.53
N -3.22 0.86 0.86
H -3.59 0.32 1.62
C -4.19 1.37 -0.09
H -3.65 2.09 -0.72
C -5.38 2.00 0.63
H -5.10 2.59 1.51
C -6.29 0.79 0.88
H -7.26 1.07 1.28
H -5.84 0.03 1.51
C -6.33 0.39 -0.60
H -6.92 -0.49 -0.84
C -4.84 0.24 -0.92
H -4.64 0.35 -1.99
H -4.46 -0.72 -0.59
C -6.84 1.68 -1.26
H -6.56 1.74 -2.30
H -7.93 1.73 -1.20
C -6.19 2.79 -0.41
H -5.56 3.45 -1.00
H -6.95 3.40 0.08
H -0.39 0.61 2.03
H -1.73 -0.53 2.31

Results
Molecular weight   414.5 g/mol
Total energy   -45241.618 eV
Energy relative to the best compared isomer or geometry (same formula, charge and spin)   42.1 kcal per mole
HOMO-LUMO gap   0.3254 Ha

---

# 2
Below is an isolated molecule of C22H26N2O6, with properties calculated with ωB97M-V with the def2-TZVPD basis set.

CARTESIAN COORDINATES (ANGSTROEM)
C 1.53 1.80 -1.37
H 0.70 1.48 -0.74
H 2.42 1.96 -0.76
H 1.25 2.73 -1.88
O 1.76 0.86 -2.40
C 2.14 -0.40 -1.99
C 1.29 -1.45 -2.28
C 1.64 -2.74 -1.93
C 2.86 -2.98 -1.31
C 3.73 -1.94 -1.01
C 3.38 -0.62 -1.36
O 4.13 0.49 -1.12
C 5.53 0.41 -1.05
H 5.94 -0.20 -1.87
H 5.89 1.43 -1.15
H 5.87 0.00 -0.10
O 4.92 -2.13 -0.37
C 5.36 -3.44 -0.12
H 4.70 -3.96 0.58
H 6.35 -3.34 0.31
H 5.42 -4.02 -1.05
H 3.11 -4.00 -1.06
C 0.77 -3.91 -2.24
O 1.19 -4.96 -2.67
N -0.58 -3.73 -2.06
C -1.27 -2.74 -1.37
C -0.74 -2.14 -0.23
C -1.44 -1.14 0.42
C -2.69 -0.73 -0.04
C -3.22 -1.35 -1.17
C -2.53 -2.35 -1.82
H -2.95 -2.82 -2.69
H -4.19 -1.02 -1.53
C -3.46 0.38 0.58
O -4.20 1.10 -0.07
N -3.30 0.52 1.92
H -2.68 -0.10 2.42
C -3.90 1.60 2.67
H -4.36 1.21 3.58
H -4.68 2.03 2.04
C -2.87 2.68 3.05
H -2.07 2.21 3.64
C -2.31 3.40 1.80
H -2.85 3.08 0.91
H -1.25 3.19 1.65
C -2.57 4.88 2.09
H -1.70 5.33 2.57
C -3.73 4.80 3.07
H -4.68 4.68 2.53
O -3.46 3.66 3.87
H -3.81 5.66 3.74
H -2.81 5.45 1.19
H -0.99 -0.67 1.29
H 0.22 -2.46 0.15
H -1.15 -4.45 -2.49
H 0.36 -1.23 -2.79

Results
Molecular weight   414.5 g/mol
Total energy   -38500.590 eV
Energy relative to the best compared isomer or geometry (same formula, charge and spin)   35.8 kcal per mole
HOMO-LUMO gap   0.3248 Ha

---

# 3
Below is a structure of composition C22H26N2O6S in a non-equilibrium geometry, with properties calculated with ωB97M-V with the def2-TZVPD basis set.

CARTESIAN COORDINATES (ANGSTROEM)
O -0.98 2.16 2.37
C -0.63 3.06 1.46
N 0.49 3.09 0.93
H 0.84 3.72 0.23
C 1.76 1.97 1.05
C 2.29 1.26 0.06
C 2.11 1.70 -1.14
C 2.42 0.96 -2.46
C 3.21 -0.18 -2.23
C 3.54 -0.49 -0.90
C 2.81 0.08 0.30
H 3.08 -0.32 1.18
H 4.26 -1.39 -0.87
H 3.57 -0.62 -2.95
H 2.25 1.32 -3.48
H 1.40 2.56 -1.34
H 1.35 1.29 1.90
H 2.55 2.45 1.85
C -1.68 4.10 0.95
H -0.99 4.98 0.99
H -2.35 4.11 1.65
O -2.19 3.58 -0.01
C -1.55 3.72 -1.24
O -0.34 4.20 -1.20
C -2.40 3.04 -2.69
H -2.84 4.01 -2.98
H -1.26 2.90 -3.31
C -3.25 1.96 -2.13
C -2.30 0.97 -1.10
C -1.12 0.48 -1.54
C -0.62 -0.45 -0.74
C -1.04 -0.76 0.41
C -2.28 -0.11 0.93
C -2.79 0.70 -0.01
H -3.77 1.14 0.33
H -2.83 -0.35 1.97
S -0.21 -1.78 1.49
O -1.04 -2.22 2.85
O 0.96 -1.09 2.21
N 0.34 -3.01 0.73
C 1.79 -3.37 0.99
H 2.35 -2.77 1.55
C 1.62 -4.71 1.95
H 2.65 -5.17 2.06
O 0.58 -5.73 1.44
C -0.62 -4.88 1.18
H -1.19 -5.74 0.89
C -0.47 -3.75 0.18
H -1.67 -3.42 0.08
H -0.34 -4.42 -0.66
H -1.10 -4.63 2.16
H 1.15 -4.20 2.82
H 2.00 -3.76 -0.17
H 0.53 -0.78 -0.95
H -0.68 0.78 -2.50
H -3.44 1.54 -2.84
H -3.93 2.29 -1.71

Results
Molecular weight   446.5 g/mol
Total energy   -49314.540 eV
Energy relative to the best compared isomer or geometry (same formula, charge and spin)   536.4 kcal per mole
HOMO-LUMO gap   0.3243 Ha

---

# 4
Below is a structure of composition C22H26N3OP2Pd in a non-equilibrium geometry, with properties calculated with ωB97M-V with the def2-TZVPD basis set.

CARTESIAN COORDINATES (ANGSTROEM)
Pd -0.44 0.22 0.23
O -3.05 3.68 -0.29
C -2.08 2.93 -0.11
N -2.12 1.59 -0.13
C -3.48 1.15 -0.17
C -3.65 -0.29 0.17
C -4.89 -0.89 -0.07
C -5.10 -2.20 0.32
C -4.07 -2.88 0.96
C -2.88 -2.22 1.15
N -2.64 -0.95 0.75
C -0.77 3.62 0.24
C -0.68 4.98 -0.03
C 0.44 5.67 0.39
C 1.40 5.00 1.12
C 1.22 3.66 1.36
N 0.17 2.95 0.92
H -3.96 1.39 -1.12
H -4.06 1.71 0.58
H -5.67 -0.32 -0.54
H -6.05 -2.68 0.14
H -4.19 -3.89 1.30
H -2.08 -2.72 1.67
H -1.50 5.45 -0.56
H 0.55 6.73 0.17
H 2.28 5.50 1.51
H 1.95 3.12 1.96
C 2.40 1.80 -1.23
P 1.80 0.51 -0.12
C 2.83 0.56 1.38
C 2.51 -0.99 -0.85
C 3.81 -1.04 -1.35
C 4.33 -2.25 -1.78
C 3.55 -3.41 -1.72
C 2.25 -3.34 -1.24
C 1.75 -2.13 -0.80
P 0.13 -1.96 0.00
C -0.90 -2.99 -1.08
C 0.46 -2.91 1.51
H 3.44 2.04 -1.00
H 1.80 2.70 -1.13
H 2.31 1.44 -2.25
H 3.85 0.78 1.09
H 2.79 -0.43 1.85
H 2.49 1.29 2.11
H 4.43 -0.15 -1.41
H 5.35 -2.31 -2.14
H 3.96 -4.36 -2.05
H 1.65 -4.24 -1.22
H -0.76 -4.04 -0.83
H -0.58 -2.82 -2.11
H -1.95 -2.74 -1.00
H 0.57 -3.96 1.25
H -0.31 -2.80 2.27
H 1.40 -2.55 1.94

Results
Molecular weight   516.8 g/mol
Total energy   -51806.815 eV
Total charge   +1
HOMO-LUMO gap   0.2407 Ha